{"formula": "C12H37N6O6", "method": "ωB97M-V/def2-TZVPD", "orbital_gap_ha": 0.277, "multiplicity": 1, "charge": -1, "lumo_energy_ha": 0.102, "max_force_ha_per_bohr": 0.0295, "species": ["O", "H", "C", "C", "O", "H", "H", "H", "H", "H", "H", "C", "O", "N", "N", "H", "H", "H", "H", "C", "O", "N", "N", "H", "H", "H", "H", "C", "C", "C", "O", "C", "N", "H", "H", "H", "H", "H", "H", "H", "H", "H", "H", "H", "C", "C", "C", "O", "C", "N", "H", "H", "H", "H", "H", "H", "H", "H", "H", "H", "H"], "positions_angstrom": [[0.9961, 0.5240, -0.0955], [0.4432, 1.0301, 0.5148], [-2.0570, 1.3304, 1.9762], [-2.1293, 1.6782, 0.4876], [-1.7297, 0.6154, -0.3357], [-2.2821, 2.2204, 2.5709], [-1.0531, 0.9827, 2.2410], [-2.7351, 0.5152, 2.2392], [-1.4914, 2.5501, 0.2900], [-3.1634, 1.9636, 0.2753], [-0.7595, 0.4472, -0.1693], [1.2307, 2.0069, 3.7582], [1.6408, 1.1774, 2.9766], [0.7893, 1.6644, 5.0158], [1.0503, 3.3311, 3.4397], [0.9767, 0.7071, 5.2555], [0.0183, 2.1063, 5.4797], [0.9367, 3.9941, 4.1825], [1.2598, 3.6197, 2.5014], [0.7803, 3.7889, -1.2405], [0.6303, 4.9868, -1.4853], [0.2844, 2.8025, -2.0239], [1.4846, 3.3160, -0.1715], [0.4718, 1.8292, -1.8038], [-0.3357, 3.0339, -2.7751], [2.0089, 3.9919, 0.3463], [1.4584, 2.2826, -0.0868], [-1.1700, -0.0133, -4.1948], [-0.2118, -1.1239, -3.7081], [1.2300, -0.8056, -3.9874], [1.4438, -0.7808, -5.3835], [2.7705, -0.4243, -5.6835], [-0.3871, -1.3988, -2.2773], [-1.4315, 0.6845, -3.3919], [-2.1078, -0.4623, -4.5302], [-0.7908, 0.6236, -4.9990], [-0.5747, -2.0148, -4.2300], [1.8773, -1.5195, -3.4603], [1.5026, 0.1730, -3.5623], [3.4563, -1.2409, -5.4016], [3.0810, 0.4796, -5.1553], [2.8700, -0.3859, -6.7681], [-1.3706, -1.4857, -2.0598], [0.0306, -0.5957, -1.7936], [-2.1722, -2.6736, 0.8319], [-0.7457, -2.4045, 1.3474], [-0.5546, -2.9834, 2.7274], [0.7204, -2.6636, 3.2257], [0.8402, -2.9969, 4.5693], [0.2689, -2.7971, 0.3787], [-2.2269, -3.6931, 0.4352], [-2.4631, -1.9583, 0.0679], [-2.8788, -2.6526, 1.6733], [-0.6433, -1.3176, 1.4148], [-0.6618, -4.0818, 2.6819], [-1.3841, -2.6157, 3.3478], [1.8982, -3.0024, 4.8451], [0.4979, -4.0047, 4.8571], [0.3052, -2.2932, 5.2250], [0.1359, -3.7699, 0.1015], [0.1221, -2.2967, -0.5064]], "lowdin_charge": [-0.40, -0.11, -0.09, -0.33, -0.14, 0.07, 0.05, 0.07, 0.10, 0.10, 0.00, -0.69, 0.06, 0.13, 0.16, 0.09, 0.08, 0.08, 0.08, -0.71, -0.04, 0.16, 0.14, 0.06, 0.09, 0.08, 0.04, -0.06, -0.41, -0.22, -0.19, -0.13, 0.04, 0.06, 0.07, 0.07, 0.13, 0.13, 0.13, 0.08, 0.09, 0.08, 0.07, 0.04, -0.07, -0.44, -0.23, -0.15, -0.15, 0.06, 0.07, 0.05, 0.06, 0.12, 0.13, 0.12, 0.08, 0.08, 0.08, 0.06, 0.02]}